Arrangement w

180
Properties=species:S:1:pos:R:3:mulliken_charge:R:1 method="wB97M-V/def2-TZVPD" homo_lumo_gap_ev=10.68 charge=0 e_lumo_ev=0.3770 homo_ev=-10.303
C 3.67 -3.86 1.11 -0.022
O 3.62 -3.17 -0.03 -0.353
C 4.20 -1.88 -0.14 0.752
O 5.00 -1.38 0.66 -0.650
O 3.86 -1.25 -1.30 -0.284
C 3.04 -1.83 -2.27 0.402
H 4.46 -4.60 1.22 0.324
H 2.73 -4.41 1.12 -0.239
H 3.68 -3.11 1.90 0.171
H 3.10 -2.92 -2.36 0.359
H 3.38 -1.32 -3.17 -0.069
H 1.99 -1.59 -2.11 -0.483
C -1.81 4.75 -5.77 -0.286
O -2.77 3.85 -5.41 -0.370
C -3.06 3.53 -4.11 0.886
O -2.66 4.18 -3.11 -0.660
O -3.84 2.47 -4.03 -0.390
C -4.22 1.91 -2.78 -0.284
H -0.79 4.44 -5.52 -0.142
H -1.98 5.77 -5.42 0.456
H -1.78 4.78 -6.86 0.237
H -3.38 1.65 -2.14 -0.088
H -4.79 1.00 -2.91 0.227
H -4.78 2.68 -2.25 0.396
C -2.10 -6.74 3.84 -0.791
O -1.55 -5.65 3.02 -0.201
C -2.40 -4.75 2.52 0.415
O -3.62 -4.76 2.62 -0.637
O -1.73 -3.86 1.76 -0.112
C -0.35 -3.55 1.79 2.013
H -2.67 -6.38 4.71 0.336
H -1.31 -7.38 4.21 0.185
H -2.75 -7.38 3.24 0.337
H -0.03 -2.92 2.63 -0.961
H -0.14 -2.96 0.90 -0.994
H 0.26 -4.44 1.67 0.185
C 0.50 -2.32 5.65 -0.168
O 0.60 -3.71 5.53 -0.466
C 1.30 -4.30 4.53 0.748
O 2.08 -3.70 3.77 -0.215
O 1.14 -5.63 4.68 -0.330
C 2.04 -6.54 4.00 -0.574
H -0.15 -1.85 6.39 0.438
H 0.25 -1.94 4.65 -0.048
H 1.46 -1.81 5.71 0.055
H 1.52 -7.49 3.85 0.263
H 2.99 -6.71 4.52 0.307
H 2.25 -6.19 2.99 0.138
C 1.50 6.22 -3.00 -0.328
O 0.83 7.06 -3.99 -0.340
C 0.94 6.88 -5.29 0.815
O 1.53 5.90 -5.88 -0.601
O 0.20 7.90 -5.88 -0.329
C 0.10 7.94 -7.32 -0.504
H 1.03 6.29 -2.02 0.230
H 2.51 6.62 -2.94 0.367
H 1.48 5.15 -3.19 0.025
H -0.70 8.53 -7.77 0.289
H -0.18 6.93 -7.62 0.110
H 1.05 8.18 -7.80 0.301
C 2.49 0.49 7.48 -0.129
O 2.98 1.58 6.71 -0.409
C 2.52 1.73 5.45 0.519
O 1.66 1.00 4.98 0.040
O 3.15 2.70 4.83 -0.403
C 3.04 2.83 3.47 -0.166
H 2.73 -0.54 7.20 -0.026
H 1.41 0.41 7.37 0.007
H 2.81 0.64 8.51 0.318
H 3.58 3.76 3.29 0.200
H 2.00 2.96 3.17 0.272
H 3.55 1.99 3.00 -0.037
C -7.80 -2.49 -0.33 -0.776
O -6.43 -2.65 -0.09 -0.242
C -5.46 -2.13 -0.90 0.669
O -5.61 -1.36 -1.83 -0.596
O -4.29 -2.75 -0.62 -0.197
C -3.11 -2.28 -1.25 0.428
H -8.20 -2.71 -1.32 0.305
H -8.11 -1.47 -0.07 0.329
H -8.30 -3.03 0.47 0.273
H -2.91 -1.24 -1.00 -0.535
H -3.07 -2.42 -2.33 0.409
H -2.24 -2.81 -0.88 -0.101
C 3.99 -1.25 -6.27 -0.822
O 2.83 -0.50 -5.99 -0.159
C 2.88 0.61 -5.20 0.713
O 3.81 0.93 -4.52 -0.628
O 1.76 1.18 -5.25 0.166
C 1.45 2.46 -4.72 0.101
H 4.64 -1.27 -5.40 0.322
H 4.49 -0.73 -7.09 0.288
H 3.62 -2.22 -6.61 0.224
H 0.80 2.96 -5.45 -0.573
H 2.31 3.11 -4.56 0.483
H 0.84 2.39 -3.82 -0.172
C -0.56 3.67 -0.18 -0.293
O 0.66 3.11 0.31 0.045
C 1.66 2.88 -0.54 0.288
O 1.69 3.28 -1.74 -0.580
O 2.62 2.23 0.09 0.315
C 3.90 2.13 -0.54 -0.429
H -1.28 3.80 0.64 0.123
H -1.10 3.01 -0.85 0.131
H -0.49 4.59 -0.76 0.062
H 4.38 3.09 -0.72 0.353
H 3.95 1.54 -1.46 0.122
H 4.46 1.63 0.26 -0.062
C -6.35 1.86 7.19 -0.686
O -5.26 1.26 6.45 -0.296
C -4.02 1.66 6.70 0.834
O -3.66 2.58 7.42 -0.637
O -3.23 0.82 6.20 -0.280
C -1.77 0.83 6.34 -0.467
H -6.43 2.88 6.81 0.284
H -6.19 1.91 8.27 0.312
H -7.26 1.28 7.02 0.232
H -1.53 0.71 7.40 0.365
H -1.27 1.70 5.91 0.285
H -1.40 -0.08 5.88 -0.041
C 5.43 0.14 3.45 -0.499
O 4.83 -0.95 4.18 0.069
C 5.36 -1.26 5.35 0.503
O 6.26 -0.67 5.94 -0.632
O 4.64 -2.29 5.80 -0.144
C 5.02 -3.02 6.94 -0.819
H 6.46 -0.09 3.17 0.390
H 5.58 1.09 3.97 0.398
H 4.89 0.33 2.53 -0.252
H 6.03 -3.43 6.84 0.310
H 4.30 -3.82 7.12 0.254
H 5.14 -2.43 7.84 0.337
C -3.75 0.54 0.88 -0.405
O -3.16 1.77 1.30 0.230
C -3.61 2.31 2.54 0.474
O -4.46 1.92 3.32 -0.599
O -3.03 3.49 2.59 -0.321
C -3.00 4.08 3.89 -0.828
H -3.39 0.37 -0.13 -0.759
H -4.84 0.57 0.81 0.597
H -3.47 -0.30 1.51 0.516
H -3.90 3.90 4.48 0.362
H -3.11 5.15 3.75 0.321
H -2.04 4.05 4.40 0.270
C 0.64 -0.13 2.11 0.155
O -0.20 0.12 0.97 0.365
C -0.05 -0.42 -0.23 0.140
O 0.55 -1.42 -0.47 -0.247
O -0.59 0.42 -1.15 0.715
C -0.54 0.13 -2.58 -0.052
H 0.77 -1.17 2.42 -0.648
H 0.36 0.49 2.96 0.243
H 1.65 0.16 1.82 0.024
H -1.19 -0.65 -2.97 0.016
H 0.44 -0.30 -2.76 -0.287
H -0.66 0.99 -3.25 -0.230
C -2.14 -4.72 -4.77 -0.559
O -1.63 -5.10 -3.48 -0.346
C -0.62 -4.47 -3.07 0.889
O 0.06 -3.59 -3.63 -0.562
O -0.38 -5.01 -1.91 -0.308
C 0.90 -4.89 -1.29 -0.124
H -3.16 -5.09 -4.80 0.294
H -1.59 -5.16 -5.60 0.334
H -2.20 -3.65 -5.00 0.139
H 0.88 -5.28 -0.27 0.106
H 1.11 -3.83 -1.18 -0.277
H 1.64 -5.36 -1.94 0.497
C 1.07 2.90 -8.44 -0.738
O 0.88 1.46 -8.20 -0.314
C -0.27 1.14 -7.75 0.822
O -1.31 1.74 -7.62 -0.605
O -0.13 -0.12 -7.07 -0.218
C -1.25 -0.67 -6.38 -0.551
H 1.51 2.97 -9.43 0.336
H 1.91 3.32 -7.89 0.261
H 0.13 3.47 -8.40 0.339
H -1.78 0.06 -5.76 0.181
H -1.10 -1.53 -5.72 0.094
H -2.01 -0.91 -7.11 0.423

---

Arrangement x

180
Properties=species:S:1:pos:R:3:mulliken_charge:R:1 method="wB97M-V/def2-TZVPD" homo_lumo_gap_ev=10.82 charge=0 e_lumo_ev=0.4825 homo_ev=-10.340
C -2.17 -5.78 -6.06 -0.539
O -1.38 -4.62 -5.76 -0.358
C -1.78 -3.91 -4.69 0.872
O -2.70 -4.19 -3.96 -0.584
O -0.94 -2.92 -4.57 -0.422
C -1.09 -2.00 -3.48 0.007
H -2.39 -6.35 -5.15 0.130
H -1.86 -6.39 -6.89 0.257
H -3.16 -5.36 -6.28 0.329
H -0.46 -1.14 -3.69 -0.241
H -0.67 -2.46 -2.59 -0.141
H -2.13 -1.70 -3.41 0.622
C -1.14 -7.02 -2.31 -0.457
O -1.68 -7.22 -1.05 -0.428
C -1.58 -6.29 -0.08 0.596
O -0.90 -5.32 -0.08 -0.207
O -2.55 -6.61 0.79 -0.410
C -2.88 -5.68 1.81 -0.346
H -0.19 -7.53 -2.52 0.352
H -1.02 -5.95 -2.50 -0.014
H -1.75 -7.39 -3.13 0.312
H -3.88 -6.02 2.07 0.321
H -2.94 -4.65 1.49 0.052
H -2.23 -5.81 2.68 0.135
C -4.70 0.78 -3.71 -0.438
O -4.91 0.19 -2.43 -0.509
C -3.93 0.13 -1.54 0.420
O -2.87 0.71 -1.66 0.257
O -4.31 -0.53 -0.47 -0.394
C -3.43 -0.48 0.64 0.644
H -4.36 1.81 -3.73 0.058
H -5.70 0.68 -4.14 0.253
H -4.03 0.13 -4.28 0.256
H -4.04 -0.15 1.47 -0.098
H -2.59 0.20 0.51 -0.147
H -2.99 -1.45 0.88 -0.199
C -3.78 0.21 5.00 -0.585
O -2.54 0.90 4.95 -0.413
C -1.65 0.63 4.02 0.550
O -1.85 -0.03 3.03 -0.074
O -0.52 1.26 4.31 -0.498
C 0.61 0.93 3.55 0.050
H -3.54 -0.84 5.18 0.276
H -4.44 0.36 4.14 0.138
H -4.27 0.61 5.88 0.268
H 0.75 -0.14 3.33 0.008
H 1.49 1.30 4.06 0.370
H 0.56 1.31 2.53 -0.215
C 1.91 4.46 2.83 -0.626
O 2.57 4.51 1.56 0.057
C 3.12 5.65 1.18 0.645
O 3.18 6.68 1.80 -0.632
O 3.65 5.46 -0.03 -0.151
C 4.31 6.52 -0.67 -1.090
H 1.43 5.36 3.21 0.316
H 2.54 4.10 3.65 0.418
H 1.21 3.66 2.59 0.048
H 4.69 6.15 -1.62 0.205
H 5.13 6.94 -0.09 0.376
H 3.59 7.32 -0.89 0.443
C 2.45 6.01 -2.24 -1.099
O 2.08 4.85 -2.96 -0.386
C 0.86 4.39 -2.77 0.709
O 0.04 4.84 -1.99 -0.644
O 0.72 3.28 -3.45 -0.528
C -0.48 2.52 -3.37 0.042
H 3.36 6.43 -2.66 0.604
H 2.68 5.76 -1.20 0.387
H 1.62 6.71 -2.14 0.356
H -1.32 3.14 -3.69 0.418
H -0.73 2.03 -2.43 -0.198
H -0.38 1.73 -4.11 0.390
C -3.29 4.17 -1.43 0.683
O -4.29 4.91 -2.18 -0.478
C -4.22 4.84 -3.50 0.737
O -3.30 4.47 -4.18 -0.620
O -5.41 5.25 -3.99 -0.368
C -5.56 5.26 -5.37 -0.752
H -2.40 4.10 -2.07 0.083
H -3.67 3.15 -1.50 -0.407
H -3.15 4.55 -0.43 -0.070
H -6.56 4.91 -5.66 0.313
H -4.99 4.51 -5.93 0.307
H -5.38 6.23 -5.84 0.286
C 2.22 0.47 -2.86 0.319
O 3.09 -0.41 -3.59 -0.492
C 2.94 -1.70 -3.64 0.670
O 2.03 -2.33 -3.12 -0.351
O 3.92 -2.24 -4.35 -0.431
C 3.93 -3.65 -4.60 -0.642
H 2.75 1.41 -2.90 0.130
H 2.22 0.16 -1.81 -0.008
H 1.23 0.43 -3.30 -0.033
H 4.21 -4.30 -3.77 0.243
H 4.51 -3.73 -5.51 0.340
H 2.91 -3.96 -4.85 0.246
C -2.44 9.09 0.86 -0.776
O -1.80 7.83 0.73 -0.294
C -1.65 7.11 1.85 0.422
O -1.98 7.45 2.95 -0.623
O -1.01 5.97 1.64 -0.034
C -0.38 5.66 0.40 0.343
H -3.45 9.00 1.26 0.283
H -2.46 9.52 -0.14 0.263
H -1.90 9.84 1.45 0.297
H 0.30 4.83 0.36 -1.198
H 0.06 6.61 0.07 0.749
H -1.05 5.57 -0.47 0.563
C -5.59 2.33 1.47 -0.305
O -5.15 3.10 2.54 -0.441
C -3.91 3.54 2.65 0.454
O -3.08 3.56 1.78 0.058
O -3.79 4.01 3.89 -0.460
C -2.48 4.33 4.37 -0.426
H -5.49 1.24 1.53 0.218
H -5.09 2.59 0.54 -0.067
H -6.65 2.50 1.31 0.393
H -2.41 3.88 5.36 0.319
H -2.45 5.41 4.56 0.322
H -1.71 3.97 3.69 -0.015
C 2.63 -3.73 7.23 -0.664
O 1.33 -3.92 6.66 -0.370
C 1.02 -3.20 5.57 0.752
O 1.67 -2.33 5.08 -0.457
O -0.10 -3.76 5.11 -0.368
C -0.87 -2.97 4.21 0.345
H 2.61 -2.81 7.80 0.294
H 3.40 -3.80 6.46 0.278
H 2.86 -4.55 7.92 0.241
H -0.25 -2.33 3.58 -0.259
H -1.71 -2.49 4.72 0.369
H -1.24 -3.64 3.44 -0.276
C 3.94 0.38 2.42 0.476
O 5.00 1.09 1.79 -0.380
C 5.21 0.89 0.48 0.775
O 4.77 0.00 -0.19 -0.542
O 6.07 1.83 0.12 -0.361
C 6.37 2.13 -1.22 -0.474
H 3.76 0.85 3.38 0.211
H 4.18 -0.66 2.61 0.421
H 3.03 0.45 1.82 -0.643
H 6.75 3.14 -1.27 0.254
H 5.49 2.08 -1.87 0.109
H 7.07 1.43 -1.70 0.310
C 0.02 -2.28 0.09 0.155
O -0.35 -1.01 -0.46 0.810
C 0.24 0.09 -0.06 -0.484
O 1.24 0.16 0.62 -0.315
O -0.41 1.10 -0.64 0.728
C -0.29 2.43 -0.15 0.070
H -0.44 -2.43 1.07 -0.373
H 1.10 -2.25 0.22 0.194
H -0.24 -3.09 -0.59 -0.507
H -0.71 2.46 0.86 -0.101
H -0.94 3.05 -0.76 -0.404
H 0.73 2.81 -0.14 0.503
C 2.22 -5.42 -1.75 -0.043
O 3.29 -5.82 -0.92 -0.017
C 4.34 -6.46 -1.41 0.600
O 4.45 -6.75 -2.58 -0.578
O 5.05 -6.96 -0.40 -0.267
C 6.19 -7.70 -0.80 -0.782
H 1.79 -4.50 -1.38 -0.052
H 1.46 -6.20 -1.78 0.089
H 2.64 -5.21 -2.73 0.066
H 6.89 -7.69 0.04 0.257
H 6.78 -7.25 -1.59 0.324
H 5.97 -8.75 -0.96 0.298
C 0.33 -7.31 3.40 -0.941
O 0.60 -5.96 3.10 -0.011
C 1.70 -5.60 2.48 0.381
O 2.56 -6.34 2.09 -0.566
O 1.69 -4.26 2.37 0.467
C 2.87 -3.65 1.93 -0.277
H 0.63 -7.98 2.59 0.316
H -0.72 -7.47 3.64 0.311
H 0.94 -7.66 4.23 0.305
H 2.73 -2.57 1.85 -0.358
H 3.06 -3.92 0.88 0.049
H 3.74 -3.89 2.54 0.486

---

In kJ/mol, relative to the most stable structure: arrangement w 232.1; arrangement x 0.0.

---

Arrangement w

54
Properties=species:S:1:pos:R:3:mulliken_charge:R:1 method="wB97M-V/def2-TZVPD" smiles="CC[C@](C)(C(=O)NC1CCCC1)N(Cc1ccco1)C(=O)c1ccccn1" homo_lumo_gap_ev=9.17 charge=0 e_lumo_ev=0.6909 homo_ev=-8.483
C -3.46 -0.36 0.86 -1.515
C -2.20 -0.46 0.00 -0.847
H -1.90 0.53 -0.36 0.532
H -2.44 -1.06 -0.89 0.388
C -1.00 -1.12 0.68 1.967
N 0.05 -1.33 -0.33 0.347
C 0.85 -0.28 -0.62 1.020
O 0.65 0.85 -0.19 -0.610
C 2.02 -0.53 -1.53 0.154
N 2.78 -1.59 -1.30 -0.422
C 3.86 -1.76 -2.04 -0.356
C 4.22 -0.90 -3.07 -0.537
C 3.43 0.21 -3.30 -0.455
C 2.32 0.41 -2.51 -0.855
H 1.68 1.27 -2.64 0.437
H 3.68 0.91 -4.09 0.437
H 5.10 -1.10 -3.66 0.418
H 4.45 -2.64 -1.81 0.423
C 0.13 -2.56 -1.10 -0.435
C 0.17 -2.28 -2.57 0.140
C -0.52 -1.40 -3.35 -0.194
C -0.03 -1.57 -4.67 -0.677
C 0.91 -2.54 -4.59 -0.700
O 1.04 -2.97 -3.33 -0.395
H 1.54 -2.99 -5.33 0.499
H -0.35 -1.04 -5.55 0.473
H -1.27 -0.70 -3.03 0.538
H 1.03 -3.12 -0.84 0.390
H -0.75 -3.16 -0.87 0.489
C -1.40 -2.44 1.35 -2.396
H -0.50 -2.99 1.62 0.438
H -1.94 -2.22 2.27 0.484
H -2.03 -3.05 0.71 0.572
C -0.31 -0.31 1.82 -0.542
O 0.60 -0.82 2.43 -0.721
N -0.88 0.87 2.17 -0.062
H -1.42 1.35 1.47 0.395
C -0.25 1.74 3.14 -0.301
H 0.39 1.09 3.75 0.738
C -1.33 2.46 3.98 -0.794
C -1.09 3.96 3.78 -0.615
H -0.42 4.33 4.56 0.274
H -2.01 4.53 3.82 0.383
C -0.38 4.04 2.43 -0.604
H -1.11 3.93 1.62 0.253
H 0.14 4.99 2.29 0.417
C 0.56 2.85 2.46 -0.717
H 1.44 3.09 3.06 0.336
H 0.90 2.53 1.47 0.194
H -2.32 2.18 3.61 0.197
H -1.28 2.18 5.03 0.345
H -3.90 -1.34 1.02 0.369
H -4.20 0.26 0.36 0.417
H -3.24 0.08 1.83 0.290

---

Arrangement x

54
Properties=species:S:1:pos:R:3:mulliken_charge:R:1 method="wB97M-V/def2-TZVPD" smiles="COc1cc2c(cc1OC)-c1cc(NC3CCCCCC3)nc(=O)n1CC2" homo_lumo_gap_ev=8.56 charge=0 e_lumo_ev=0.5332 homo_ev=-8.027
C -7.04 -0.47 0.68 -0.938
H -8.03 -0.01 0.73 0.253
O -6.17 0.58 0.34 -0.469
C -4.83 0.31 0.20 1.346
C -4.30 -0.96 0.39 -0.285
C -2.94 -1.22 0.26 -0.229
C -2.07 -0.17 -0.06 0.617
C -2.61 1.09 -0.28 -1.151
C -3.96 1.36 -0.16 0.306
O -4.29 2.66 -0.41 -0.477
C -5.64 3.08 -0.48 -0.757
H -6.14 2.99 0.48 0.247
H -5.58 4.13 -0.77 0.291
H -6.19 2.52 -1.24 0.289
H -1.98 1.92 -0.57 0.474
C -0.64 -0.44 -0.14 0.715
C 0.31 0.53 0.04 -1.160
C 1.68 0.14 -0.02 0.460
N 2.04 -1.11 -0.23 -0.342
C 1.14 -2.08 -0.41 0.235
O 1.42 -3.25 -0.61 -0.728
N -0.24 -1.71 -0.36 0.028
C -1.23 -2.75 -0.55 -0.970
C -2.36 -2.59 0.45 -0.991
H -1.97 -2.69 1.47 0.303
H -3.12 -3.36 0.30 0.396
H -1.62 -2.70 -1.57 0.253
H -0.70 -3.71 -0.43 0.448
N 2.64 1.06 0.13 -0.180
H 2.37 2.01 0.35 0.265
C 4.06 0.76 0.14 -0.091
C 4.61 0.96 1.55 -0.744
H 3.91 0.52 2.26 0.290
C 5.98 0.31 1.78 -0.752
C 7.06 0.74 0.79 -0.706
C 6.86 0.14 -0.60 -0.654
C 5.99 0.97 -1.55 -0.765
H 5.64 0.31 -2.35 0.336
C 4.78 1.64 -0.89 -0.794
H 4.07 1.91 -1.68 0.415
H 5.09 2.57 -0.40 0.283
H 6.60 1.75 -2.01 0.352
H 6.43 -0.86 -0.49 0.339
H 7.84 0.01 -1.08 0.381
H 8.02 0.40 1.18 0.327
H 7.11 1.83 0.73 0.352
H 6.30 0.56 2.79 0.376
H 5.87 -0.77 1.73 0.358
H 4.67 2.03 1.76 0.304
H 4.11 -0.30 -0.15 0.612
H 0.04 1.55 0.26 0.380
H -4.94 -1.78 0.66 0.453
H -6.80 -0.90 1.66 0.346
H -7.05 -1.25 -0.08 0.350

---

In kJ/mol, relative to the most stable structure: arrangement w 33.0; arrangement x 0.0.

---

Arrangement w

8
Properties=species:S:1:pos:R:3:mulliken_charge:R:1 method="wB97M-V/def2-TZVPD" smiles="CS(=O)(=O)[S-]" homo_lumo_gap_ev=7.77 charge=-1 e_lumo_ev=3.8424 homo_ev=-3.926
C 0.97 0.15 -0.08 -0.851
O -1.09 -0.33 1.56 -0.613
O -1.14 -1.54 -0.61 -0.606
S -1.86 1.19 -0.79 -0.546
S -0.94 -0.30 0.11 0.820
H 1.13 1.18 0.36 0.272
H 1.51 -0.62 0.55 0.239
H 1.42 0.27 -1.12 0.285

---

Arrangement x

8
Properties=species:S:1:pos:R:3:mulliken_charge:R:1 method="wB97M-V/def2-TZVPD" smiles="CS(=O)(=O)[S-]" homo_lumo_gap_ev=7.87 charge=-1 e_lumo_ev=3.7538 homo_ev=-4.116
C -0.27 -0.06 -0.02 -0.860
O -2.17 0.73 -1.65 -0.595
O -2.27 1.72 0.91 -0.721
S -2.84 -1.29 0.40 -0.524
S -1.98 0.37 -0.25 0.827
H -0.22 -1.15 -0.07 0.317
H 0.49 0.44 -0.71 0.260
H 0.00 0.34 0.92 0.296

---

In kJ/mol, relative to the most stable structure: arrangement w 0.0; arrangement x 143.2.